The following is a DFT calculation (ωB97M-V/def2-TZVPD) of a gas-phase ion, C2H9NOP (charge +1) at a distorted geometry.

Output
Gap between HOMO and LUMO (eV): 10.5
Charge: +1
DFT total energy (Eh): -552.64672
Energy relative to the best compared isomer or geometry (same formula, charge and spin) (kcal/mol): 21.18
Molar mass (g mol⁻¹): 94.1

Each line ends with the Mulliken charge.
Geometry (Å):
O -2.16 0.99 -0.04  -0.433
C 1.58 0.84 0.22  -1.014
C -0.24 -0.82 -0.37  -0.683
H 1.65 -1.12 0.69  0.336
H -0.21 -1.86 -0.77  0.413
N 0.93 -0.44 0.58  -0.172
H 0.95 1.73 0.20  0.366
H 2.46 1.05 0.68  0.421
H 0.42 -0.29 1.59  0.419
H 1.85 0.83 -0.83  0.405
H -2.54 -1.28 -0.31  0.045
H -0.21 -0.35 -1.29  0.326
H -2.55 1.22 -0.86  0.338
P -1.93 -0.51 0.51  0.235